Below is an isolated ion of composition BrH4O3P2S and charge +1 at a distorted geometry, with properties calculated with the ωB97M-V functional and the def2-TZVPD basis.

Structure (XYZ):
```
11
Properties=species:S:1:pos:R:3:forces:R:3
Br -2.566928 -0.608996 -1.058174 0.71 0.59 0.27
S 1.486503 -0.590164 1.712854 -0.80 0.47 0.08
P 0.952037 -0.367542 -0.104178 1.60 -1.29 1.63
P -1.028315 0.677794 -0.177386 -0.65 -0.59 -0.72
O -1.407871 0.987303 1.312358 0.01 -0.23 -0.47
O 1.977307 0.514949 -0.927425 -1.09 -0.15 -0.51
O 0.721138 -1.769878 -0.821012 -0.40 1.34 -0.67
H 2.210511 1.254603 -0.334348 0.47 -0.13 -0.28
H -0.124336 -2.108843 -0.471455 0.31 -0.52 -0.28
H -1.242680 0.152147 1.805618 0.07 0.47 0.58
H -0.977368 1.858625 -0.936855 -0.22 0.05 0.39
```
Forces are in eV/Å.

Properties
orbital gap	8.8	eV
total charge	+1
E_LUMO	-0.19362	hartree
molecular weight	225.948	g mol⁻¹
E_tot	-105657.4980	eV
largest force on an atom	0.051	Eh/bohr
multiplicity	1
E_HOMO	-14.064	eV

=====

Below is an isolated ion of composition C25H30F2N and charge +1 at a distorted geometry, with properties calculated with the ωB97M-V functional and the def2-TZVPD basis.

Structure (XYZ):
```
58
Properties=species:S:1:pos:R:3:forces:R:3
F 3.673306 -2.467610 2.737057 -1.33 1.06 0.12
F 0.949725 -4.963489 -1.366233 -0.89 1.47 -0.28
N -1.265215 2.590184 -0.014518 0.23 -1.26 -1.55
C 1.852276 -1.383491 1.616311 -0.09 -0.78 -0.38
C 0.362342 0.800729 -0.518357 2.34 1.70 3.69
C 0.427603 -2.778287 -0.573259 -0.89 0.97 -0.32
C -3.157158 3.992522 0.526057 0.41 0.16 -0.40
C -3.260113 2.665301 1.308388 -0.58 0.45 0.35
C 1.574909 0.478828 -1.393743 0.37 -2.15 -0.03
C 1.326863 2.626685 -2.648971 1.05 -0.93 -0.77
C -0.177804 -1.501363 -0.758192 -0.12 -3.12 -0.35
C -0.346961 2.058723 -0.828299 -0.54 0.33 2.41
C -0.098648 -0.687130 2.886455 -0.39 -0.57 -1.19
C -0.127893 -0.421393 0.277730 -2.61 -3.23 0.03
C -2.087757 1.787624 0.889764 -0.55 -0.67 0.63
C 2.437854 -2.196837 5.255901 0.14 0.05 0.68
C -0.952203 -1.316230 -1.911738 -0.72 1.25 1.04
C 0.131629 3.047194 -1.824688 0.55 -0.05 -0.33
C -1.886831 3.861502 -0.361059 -1.16 1.19 -0.08
C 2.463346 -1.806001 2.784702 -0.53 -0.44 0.30
C -0.514496 -4.604114 -3.782849 -0.06 -0.16 -0.44
C 2.329016 1.635643 -1.957436 -0.60 1.31 -0.14
C 0.486990 -1.007894 1.640500 1.35 3.34 -0.67
C 0.551478 -1.019854 4.066175 -0.25 -0.36 0.16
C 1.786928 -1.679908 4.016078 0.60 0.12 -0.06
C -0.435188 -3.549726 -2.728773 0.30 0.89 0.22
C -1.062047 -2.273095 -2.875454 -0.33 -1.72 -1.10
C 0.313478 -3.742926 -1.568911 0.11 -0.56 0.00
H -4.021415 4.164756 -0.135260 0.28 -0.08 0.45
H -0.719346 3.315884 -2.511691 0.84 -0.01 0.77
H -3.232327 2.862538 2.388997 -0.07 -0.13 -0.35
H -2.475911 0.900679 0.348288 0.26 0.65 0.28
H -1.636566 -0.424486 -1.930217 0.95 -0.61 -0.35
H 2.838620 2.158700 -1.146215 0.16 0.12 -0.02
H -2.183935 3.866049 -1.433088 0.23 -0.03 0.73
H -1.707504 -2.113420 -3.778880 0.69 -0.15 1.01
H 0.724482 0.971697 0.751332 0.12 1.32 -3.30
H 0.961598 2.124469 -3.568996 0.31 0.43 0.33
H 3.450780 -1.774227 5.344133 -0.29 -0.25 0.08
H 2.378908 -1.512009 0.656867 -0.24 0.03 0.71
H -1.221071 4.735159 -0.211913 -0.11 -0.69 -0.03
H -1.117721 -0.278638 2.879833 0.48 -0.17 0.25
H -4.208779 2.159057 1.081544 0.32 0.16 0.19
H 1.379215 -0.282518 -2.228419 -0.33 1.21 1.15
H 1.844838 -1.888075 6.134195 0.36 -0.21 -0.32
H 1.872749 3.540800 -2.907937 -0.16 -0.28 -0.34
H -1.190452 -0.263630 0.484821 0.57 -0.13 0.30
H -0.867934 -5.571193 -3.401599 0.08 0.30 0.01
H 0.429085 3.920631 -1.196536 -0.46 -0.31 -0.64
H 3.089467 1.282465 -2.671375 -0.33 0.28 0.23
H 0.033750 -0.839611 5.036835 0.67 -0.25 -0.83
H 0.837658 -3.039421 0.392288 0.27 -0.14 -0.38
H -1.190596 -4.272638 -4.579717 0.16 -0.17 0.14
H 0.477243 -4.775024 -4.223740 -0.24 0.00 0.08
H 2.216318 -0.107216 -0.700406 -0.08 0.40 -0.60
H -1.531165 1.425298 1.782230 -0.04 0.37 -0.75
H -3.052241 4.866489 1.186973 -0.15 -0.43 -0.20
H 2.526819 -3.298154 5.265016 -0.04 0.49 -0.11
```
Forces are in eV/Å.

Properties
orbital gap	7.5	eV
total charge	+1
E_LUMO	-0.14023	hartree
molecular weight	382.518	g mol⁻¹
E_tot	-33328.1080	eV
largest force on an atom	0.091	Eh/bohr
ΔE to the lowest compared entry with this formula, charge and spin	1.7755	eV
structure (SMILES)	Cc1ccc(C(c2ccc(C)c(F)c2)[C@H]2CCCCC2=[N+]2CCCC2)cc1F
multiplicity	1
E_HOMO	-11.329	eV

=====

Below is a 2-piece molecular cluster, H5NO3Si overall at a distorted geometry, with properties calculated with the ωB97M-V functional and the def2-TZVPD basis.

Structure (XYZ):
```
10
Properties=species:S:1:pos:R:3:forces:R:3
Si -0.341675 -0.175740 -0.110419 3.87 -0.83 0.62
O -0.526503 -1.419324 0.848779 2.45 -1.42 1.62
O -0.928699 -0.460801 -1.583450 0.54 0.01 0.36
O 2.068942 -0.439174 0.172622 -3.55 0.43 -0.45
N -0.595144 1.290789 0.615559 -0.43 -0.27 0.20
H 2.247309 -1.021623 -0.570411 0.23 -0.13 -0.14
H -0.725626 2.011902 -0.014478 -0.63 1.86 -1.63
H -0.009960 1.692467 1.311983 0.54 -0.42 0.87
H -1.633246 0.096345 -1.874839 -0.68 0.55 -0.60
H 0.444598 -1.574841 1.204654 -2.33 0.23 -0.86
```
Forces are in eV/Å.

Properties
orbital gap	9.4	eV
E_LUMO	-0.00104	hartree
molecular weight	95.130	g mol⁻¹
E_tot	-15593.3593	eV
largest force on an atom	0.078	Eh/bohr
ΔE to the lowest compared entry with this formula, charge and spin	3.0041	eV
multiplicity	1
E_HOMO	-9.434	eV

=====

- Which of these has the highest E_HOMO?
  H5NO3Si

=====

- orbital gap of number 2 (C25H30F2N)?
  7.5 eV

=====

- Among the records above, which one has the lowest E_HOMO?
  BrH4O3P2S